C30H49AsO2ReS | ωB97M-V/def2-TZVPD

Cartesian coordinates (Å):
1 Re 0.366 0.083 0.215
2 C 0.698 -1.646 2.013
3 C -0.683 -1.627 1.707
4 C -1.130 -0.237 1.939
5 C 0.017 0.483 2.434
6 C 1.136 -0.390 2.519
7 C 2.527 -0.082 2.997
8 C 3.381 0.246 1.753
9 C 3.127 -1.307 3.700
10 C 2.526 1.128 3.935
11 C -2.510 0.417 1.964
12 C -2.366 1.949 1.984
13 C -3.246 0.016 3.253
14 C -3.326 0.085 0.706
15 C -1.406 -2.910 1.295
16 C -0.512 -4.131 1.570
17 C -2.693 -3.126 2.107
18 C -1.724 -2.903 -0.215
19 H 1.329 -2.517 1.967
20 H -0.045 1.445 2.913
21 H 3.434 -0.601 1.065
22 H 4.398 0.488 2.065
23 H 2.975 1.120 1.231
24 H 3.304 -2.125 3.001
25 H 2.480 -1.663 4.504
26 H 4.087 -1.038 4.138
27 H 2.167 2.026 3.426
28 H 3.541 1.321 4.279
29 H 1.904 0.946 4.813
30 H -1.992 2.322 2.938
31 H -3.345 2.400 1.827
32 H -1.710 2.280 1.179
33 H -2.622 0.207 4.128
34 H -3.535 -1.030 3.264
35 H -4.150 0.619 3.347
36 H -2.769 0.396 -0.187
37 H -4.265 0.637 0.726
38 H -3.571 -0.968 0.613
39 H -0.223 -4.183 2.622
40 H 0.385 -4.150 0.949
41 H -1.079 -5.033 1.342
42 H -2.483 -3.089 3.177
43 H -3.085 -4.117 1.881
44 H -3.471 -2.409 1.870
45 H -0.806 -3.039 -0.785
46 H -2.201 -1.979 -0.541
47 H -2.389 -3.734 -0.453
48 C 3.260 1.804 -1.839
49 C 2.518 2.822 -0.979
50 As 0.617 2.414 -0.704
51 C -0.179 2.595 -2.490
52 C 0.075 3.948 -3.148
53 C 0.016 4.051 0.198
54 C 0.635 4.272 1.573
55 H 4.311 2.077 -1.917
56 H 2.849 1.758 -2.849
57 H 3.208 0.807 -1.405
58 H 2.545 3.814 -1.433
59 H 2.982 2.912 0.002
60 H -1.250 2.409 -2.388
61 H 0.247 1.794 -3.094
62 H -0.418 4.761 -2.619
63 H -0.324 3.933 -4.162
64 H 1.139 4.175 -3.217
65 H -1.073 4.060 0.236
66 H 0.332 4.842 -0.484
67 H 0.342 3.492 2.278
68 H 0.297 5.224 1.979
69 H 1.723 4.303 1.516
70 O -1.440 -2.124 -7.663
71 C -1.044 -3.016 -6.756
72 O -1.108 -4.193 -6.945
73 C -0.516 -2.492 -5.440
74 C 0.548 -3.175 -4.855
75 C 1.042 -2.763 -3.635
76 C 0.436 -1.684 -2.980
77 S 1.146 -1.239 -1.448
78 C -0.671 -1.037 -3.533
79 C -1.128 -1.428 -4.778
80 H -1.244 -1.208 -7.442
81 H 0.966 -4.029 -5.369
82 H 1.881 -3.275 -3.182
83 H -1.175 -0.252 -2.986
84 H -1.986 -0.932 -5.215

Force components x, y, z for each atom (eV/Å):
Re 0.20 -2.99 1.47
C 0.12 0.47 -0.53
C 0.04 0.61 -0.47
C 0.08 0.36 -0.07
C -0.34 -0.20 0.35
C -0.23 0.30 -0.76
C 0.35 0.13 -0.22
C -0.05 -0.05 0.15
C -0.12 0.05 0.01
C -0.11 -0.12 -0.02
C -0.16 0.12 -0.18
C 0.04 -0.15 0.04
C 0.02 -0.05 -0.04
C 0.10 -0.02 0.17
C -0.15 -0.08 -0.36
C 0.01 0.10 0.04
C 0.13 0.07 0.04
C 0.00 -0.01 0.12
H 0.02 0.00 -0.19
H 0.07 0.11 -0.26
H -0.01 0.00 -0.01
H 0.01 0.02 -0.04
H 0.04 -0.01 -0.02
H -0.01 -0.03 0.02
H 0.02 -0.01 0.02
H 0.00 0.01 0.00
H 0.01 0.02 0.03
H 0.00 0.03 -0.01
H 0.00 0.04 0.01
H 0.04 0.01 -0.01
H -0.01 -0.01 0.02
H -0.02 0.05 0.04
H -0.01 0.03 0.01
H -0.01 0.06 0.06
H -0.01 -0.01 0.01
H -0.07 -0.01 -0.05
H 0.00 0.02 -0.02
H 0.00 0.01 -0.03
H 0.02 -0.04 -0.01
H 0.01 0.03 -0.01
H 0.01 0.00 -0.02
H -0.07 0.01 0.02
H 0.02 -0.02 -0.02
H -0.01 -0.04 0.01
H -0.02 -0.04 -0.04
H -0.01 -0.04 -0.02
H -0.01 0.01 0.01
C -0.12 0.08 0.03
C 0.02 -0.11 -0.10
As 0.16 1.04 -0.14
C 0.04 -0.14 -0.02
C 0.04 0.03 0.12
C 0.11 -0.14 0.09
C -0.03 -0.12 -0.07
H -0.01 0.03 -0.03
H 0.02 -0.03 0.00
H 0.07 -0.06 -0.01
H -0.06 0.02 0.02
H -0.09 0.01 0.04
H 0.02 -0.06 0.04
H -0.02 -0.08 0.02
H -0.01 0.00 0.00
H 0.01 -0.01 -0.01
H -0.01 0.00 -0.03
H 0.01 -0.04 -0.06
H -0.04 -0.01 -0.03
H 0.02 0.03 -0.01
H 0.02 0.01 0.00
H 0.00 0.01 0.07
O -0.25 -0.02 -0.37
C 0.18 -0.17 0.34
O 0.00 0.07 -0.09
C -0.05 0.03 -0.02
C -0.04 0.01 -0.09
C 0.07 -0.05 -0.02
C -0.28 0.12 0.38
S 0.23 0.59 0.54
C -0.11 -0.02 -0.08
C 0.02 0.04 0.09
H 0.11 0.04 0.16
H 0.03 0.01 0.01
H 0.01 0.03 0.01
H 0.02 0.08 -0.01
H 0.00 0.00 0.00

## Properties
- ⟨S²⟩ = 1.071
- spin multiplicity = 2
- orbital gap (alpha / beta) (hartree) = 0.2184 / 0.2467
- total charge = +2
- relative energy (zero: lowest compared OMol25 entry of this formula, charge and spin) (kJ/mol) = 89.1
- total energy (eV) = -109788.540

---

C4H15N2O | ωB97M-V/def2-TZVPD

Cartesian coordinates (Å):
1 N 1.832 -0.481 -1.667
2 C 1.061 0.705 -1.234
3 C 0.070 0.438 -0.101
4 N -1.245 0.976 -0.442
5 C -2.358 0.530 0.405
6 C -2.159 0.671 1.924
7 H 2.591 -0.221 -2.353
8 H 1.190 -1.202 -2.052
9 H 2.362 -0.900 -0.883
10 H 1.768 1.464 -0.918
11 H 0.585 1.162 -2.092
12 H 0.446 0.815 0.856
13 H -0.044 -0.640 0.031
14 H -1.209 1.987 -0.369
15 H -2.608 -0.496 0.168
16 H -3.179 1.170 0.116
17 H -2.368 1.682 2.245
18 H -2.838 0.000 2.463
19 H -1.142 0.392 2.212
20 H 2.568 -1.577 1.368
21 H 1.881 -3.013 1.290
22 O 1.983 -2.153 0.866

Force components x, y, z for each atom (eV/Å):
N 0.09 -0.02 0.19
C 0.06 1.06 0.56
C -0.54 -0.59 -0.30
N 0.03 0.17 0.22
C 0.52 0.36 0.39
C -0.02 -0.54 -0.21
H -0.16 -0.02 -0.29
H 0.20 -0.07 -0.22
H -0.11 -0.16 0.20
H 0.41 -0.10 0.09
H -0.36 -0.38 -0.27
H 0.26 0.03 -0.08
H -0.01 0.01 0.05
H 0.06 0.05 -0.16
H 0.02 -0.26 -0.22
H -0.52 -0.10 -0.15
H 0.12 0.31 0.17
H 0.05 0.16 -0.09
H -0.12 0.06 0.08
H 0.15 -0.31 0.37
H 0.31 0.20 0.23
O -0.44 0.13 -0.56

## Properties
- ⟨S²⟩ = 0.750
- spin multiplicity = 2
- orbital gap (alpha / beta) (hartree) = 0.1479 / 0.3578
- relative energy (zero: lowest compared OMol25 entry of this formula, charge and spin) (kJ/mol) = 161.6
- total energy (eV) = -9415.512

---

C4H13N2O | ωB97M-V/def2-TZVPD

Cartesian coordinates (Å):
1 N -1.996 0.269 0.711
2 C -0.582 -0.103 0.247
3 C 0.407 0.333 1.384
4 O -0.287 1.091 2.397
5 C -0.391 0.511 -1.142
6 N 1.120 0.229 -1.607
7 C 1.650 -1.179 -1.359
8 H -2.728 0.004 0.061
9 H -2.012 -0.406 1.475
10 H -1.790 1.176 1.196
11 H -0.538 -1.130 0.192
12 H 1.016 -0.433 1.780
13 H 1.171 1.013 0.810
14 H 0.328 1.219 3.140
15 H -0.634 1.610 -1.262
16 H -1.094 -0.089 -1.747
17 H 0.836 0.185 -2.637
18 H 2.202 -1.576 -2.143
19 H 2.403 -0.879 -0.528
20 H 0.917 -1.844 -0.967

Force components x, y, z for each atom (eV/Å):
N 3.03 -1.25 1.34
C -0.23 2.75 0.71
C 0.73 3.42 -1.65
O 0.68 -1.01 -1.17
C 1.68 0.48 1.44
N -5.71 -3.98 -3.11
C 1.89 4.07 3.31
H -0.53 0.97 -0.15
H -1.11 0.16 0.61
H -1.55 -0.01 -0.49
H -0.18 -2.33 -0.36
H 0.14 -1.30 0.54
H -1.12 -0.78 1.18
H -0.37 0.14 -0.06
H 0.52 -1.17 0.27
H 0.84 0.28 -0.89
H 2.04 1.48 0.67
H 0.80 -0.32 -1.80
H -0.77 -1.32 -0.81
H -0.77 -0.28 0.42

## Properties
- ⟨S²⟩ = 0.755
- spin multiplicity = 2
- orbital gap (alpha / beta) (hartree) = 0.4381 / 0.2303
- total charge = +2
- relative energy (zero: lowest compared OMol25 entry of this formula, charge and spin) (kJ/mol) = 424.5
- total energy (eV) = -9364.602